Record 1
{"formula": "C13H26AsBO3P", "method": "ωB97M-V with the def2-TZVPD basis set", "multiplicity": 1, "total_charge": -1, "total_energy_ha": -3338.56466, "molar_mass_g_mol": 347.06, "fmax_ha_per_bohr": 0.024, "symbols": ["C", "O", "C", "C", "C", "As", "C", "C", "C", "C", "C", "C", "C", "C", "P", "O", "B", "C", "O", "H", "H", "H", "H", "H", "H", "H", "H", "H", "H", "H", "H", "H", "H", "H", "H", "H", "H", "H", "H", "H", "H", "H", "H", "H", "H"], "positions_angstrom": [[1.890, 3.202, -3.767], [1.487, 1.902, -4.156], [0.171, 1.589, -3.633], [0.176, 0.189, -2.992], [0.203, 0.251, -1.448], [-0.967, -1.149, -0.534], [0.658, -2.170, 0.301], [1.086, -1.429, 1.518], [0.428, -1.596, 2.726], [0.777, -0.894, 3.850], [1.797, 0.038, 3.837], [2.200, 0.874, 5.030], [2.471, 0.193, 2.642], [2.123, -0.510, 1.517], [-2.486, -2.754, 0.482], [-3.123, -2.072, 1.674], [-2.698, -0.124, -1.139], [-3.247, 1.054, -0.224], [-3.386, -0.415, -2.317], [2.053, 3.183, -2.675], [2.848, 3.461, -4.229], [1.126, 3.955, -4.010], [-0.516, 1.672, -4.490], [-0.073, 2.365, -2.897], [-0.688, -0.367, -3.386], [1.078, -0.318, -3.355], [-0.096, 1.247, -1.088], [1.242, 0.111, -1.122], [-0.961, -2.059, -1.838], [-1.005, -0.248, 0.769], [0.411, -3.210, 0.532], [1.459, -2.107, -0.448], [-0.399, -2.302, 2.780], [0.211, -1.049, 4.769], [1.659, 1.832, 4.961], [1.927, 0.439, 5.996], [3.266, 1.125, 4.993], [3.281, 0.921, 2.583], [2.683, -0.334, 0.599], [-3.530, -3.163, -0.428], [-1.835, -3.971, 0.904], [-2.738, 2.006, -0.448], [-2.993, 0.810, 0.817], [-4.335, 1.171, -0.296], [-3.635, -1.346, -2.356]], "forces_ev_per_a": [[0.0846, -0.4316, 0.5649], [-0.0682, 0.3568, 0.0259], [0.6279, -0.0910, -0.4607], [-0.1293, 0.5877, 0.0774], [0.5607, -0.0420, -0.4426], [0.1655, 0.9900, -0.5750], [0.6795, 0.3642, 0.1506], [0.0991, -0.5891, -0.3020], [-0.7260, -0.6685, -0.1372], [-0.3759, 0.2192, 1.0520], [0.5119, -0.0175, 0.3538], [-0.5439, 0.4928, -0.2755], [0.5054, 0.7387, 0.0707], [0.2749, 0.0269, -0.8870], [-0.2355, 0.5906, 1.0728], [-0.2339, -0.2660, 0.0874], [-0.6246, 0.2072, -0.0906], [0.4530, -0.1468, 0.0037], [-0.5270, 0.0291, 0.6155], [-0.0987, 0.3548, -0.1851], [-0.2558, -0.1589, -0.1770], [0.2109, -0.0288, -0.0284], [-0.0469, -0.0903, 0.2778], [-0.2447, -0.2373, -0.0641], [0.0621, 0.0011, 0.3041], [-0.2527, 0.0013, -0.0573], [-0.1272, -0.2466, -0.0080], [-0.2037, 0.0875, 0.1029], [0.1546, -0.3763, -0.1245], [-0.0017, -0.2801, 0.2927], [-0.0630, 0.1563, -0.1784], [-0.2473, -0.2776, -0.0159], [0.0627, 0.1401, -0.0083], [0.0935, -0.0247, -0.1321], [0.1560, -0.1301, 0.1559], [0.1820, -0.1142, -0.1805], [-0.1273, -0.1992, 0.1586], [-0.0522, -0.1410, 0.0111], [-0.0861, -0.0777, 0.1068], [0.2755, -0.4473, -0.0552], [-0.4219, -0.2602, -0.3712], [-0.2203, -0.0946, -0.0006], [-0.0440, 0.0638, -0.1677], [0.1927, 0.1001, -0.1811], [0.6054, -0.0710, -0.3785]], "mulliken_charge": [-0.702, -0.369, -0.517, -0.381, -1.115, -0.007, -1.647, 0.934, -0.210, -0.722, 0.975, -1.461, -0.646, -0.488, 0.233, -0.661, 0.486, -1.009, -0.721, 0.284, 0.238, 0.301, 0.235, 0.425, 0.340, 0.358, 0.419, 0.175, 0.051, -0.005, 0.602, 0.414, 0.162, 0.321, 0.266, 0.358, 0.349, 0.289, 0.250, -0.002, 0.011, 0.326, 0.310, 0.266, 0.287]}

Record 2
{"formula": "C13H26B3F3NO3", "method": "ωB97M-V with the def2-TZVPD basis set", "multiplicity": 1, "total_charge": 1, "total_energy_ha": -1165.45139, "molar_mass_g_mol": 333.78, "fmax_ha_per_bohr": 0.039, "symbols": ["F", "C", "F", "C", "F", "C", "C", "B", "O", "B", "O", "B", "O", "H", "H", "H", "H", "H", "H", "C", "C", "C", "N", "C", "C", "C", "C", "C", "C", "H", "H", "H", "H", "H", "H", "H", "H", "H", "H", "H", "H", "H", "H", "H", "H", "H", "H", "H", "H"], "positions_angstrom": [[2.252, -0.436, 6.598], [2.611, -0.611, 5.349], [3.148, 0.438, 4.810], [2.456, -1.840, 4.778], [3.240, -2.836, 5.261], [1.470, -2.241, 3.733], [1.190, -1.120, 2.672], [2.048, -1.454, 1.383], [3.040, -0.536, 0.968], [4.237, -1.247, 1.141], [4.373, -2.357, 0.294], [3.261, -3.159, 0.556], [1.962, -2.619, 0.626], [0.528, -2.592, 4.170], [1.907, -3.098, 3.194], [1.531, -0.155, 3.065], [0.130, -1.085, 2.388], [5.027, -0.979, 1.980], [3.455, -4.305, 0.782], [-4.634, 1.421, -2.858], [-3.410, 2.268, -3.208], [-2.075, 1.547, -3.343], [-1.485, 0.914, -2.090], [-1.554, 1.883, -0.933], [-0.772, 1.403, 0.278], [0.680, 1.111, -0.070], [0.772, 0.127, -1.226], [-0.029, 0.605, -2.424], [-2.194, -0.367, -1.778], [-4.703, 1.228, -1.787], [-5.543, 1.955, -3.132], [-4.633, 0.469, -3.393], [-3.330, 3.104, -2.511], [-3.599, 2.724, -4.183], [-1.340, 2.279, -3.680], [-2.128, 0.761, -4.097], [-1.154, 2.832, -1.294], [-2.603, 2.012, -0.675], [-0.817, 2.171, 1.051], [-1.242, 0.512, 0.706], [1.196, 0.717, 0.797], [1.186, 2.044, -0.339], [0.443, -0.865, -0.906], [1.815, 0.011, -1.524], [-0.037, -0.141, -3.219], [0.407, 1.527, -2.809], [-2.252, -0.961, -2.687], [-3.184, -0.145, -1.396], [-1.646, -0.913, -1.018]], "forces_ev_per_a": [[1.6025, 0.4215, 1.0919], [-0.7009, -1.7595, 0.1893], [-1.0280, 1.3886, -0.5839], [0.3525, 0.6964, -1.3759], [-1.2662, -0.7089, 1.3905], [0.9749, -0.1851, -1.5574], [0.3520, -0.4532, -0.2435], [-0.4489, 1.1292, -0.5999], [0.4599, -0.8098, 1.4114], [0.1152, 0.4759, -1.5889], [-0.6772, -0.0002, 1.6314], [0.1887, -0.4493, -1.1257], [0.8444, -0.0979, 1.1650], [0.2291, 0.1386, 0.2564], [-0.3669, -0.0690, 0.2381], [-0.4429, -0.0209, -0.1966], [0.1007, 0.0605, 0.3631], [0.1444, 0.1329, -0.1392], [-0.2423, -0.1452, -0.2232], [0.0321, 0.0776, 0.0843], [-0.3145, -0.1389, 0.0726], [-0.1141, 0.3602, -0.0057], [0.1661, -0.0195, -0.3740], [-0.0111, -0.0939, 0.2335], [0.1402, -0.1289, 0.0106], [-0.1301, 0.1899, -0.0867], [-0.0225, -0.0770, 0.1772], [0.1222, -0.0711, 0.2055], [0.0763, 0.1145, 0.2178], [-0.0407, -0.0943, -0.0228], [0.0254, -0.0164, -0.0052], [-0.0346, -0.0009, 0.0199], [0.0698, 0.0159, -0.0536], [0.2257, -0.0261, -0.0284], [0.0669, -0.0820, 0.0618], [0.0139, -0.0607, 0.0912], [-0.0165, -0.0372, -0.0708], [-0.0126, 0.0350, -0.1640], [-0.1473, 0.0444, -0.0866], [-0.0429, 0.0304, -0.0149], [0.0263, 0.1682, 0.0300], [0.0063, -0.0163, 0.0039], [0.0105, -0.0132, -0.0584], [-0.0659, -0.0175, -0.1404], [-0.0942, 0.0804, -0.0469], [-0.1063, 0.0165, -0.0089], [-0.0204, 0.0119, 0.0211], [-0.0337, -0.0035, -0.1096], [0.0348, 0.0078, -0.0554]], "mulliken_charge": [-0.209, 0.340, -0.174, 0.280, -0.312, -0.577, -0.244, 0.075, -0.457, 0.697, -0.420, 0.535, -0.569, 0.399, 0.246, 0.371, 0.069, -0.085, -0.091, -1.204, -0.455, -0.667, 0.343, -0.897, -0.800, -0.519, -0.129, -1.059, -0.883, 0.285, 0.420, 0.298, 0.312, 0.423, 0.357, 0.474, 0.422, 0.536, 0.444, 0.185, 0.321, 0.258, 0.177, 0.572, 0.438, 0.453, 0.349, 0.310, 0.360]}

Record 3
{"formula": "C13H26BN3O4", "method": "ωB97M-V with the def2-TZVPD basis set", "multiplicity": 1, "total_charge": 0, "total_energy_ha": -1001.12919, "smiles": "N[C@@]1(C(=O)O)CN(C[C@H]2CCCN2)C[C@@H]1CCCB(O)O", "molar_mass_g_mol": 299.18, "fmax_ha_per_bohr": 0.040, "symbols": ["N", "C", "C", "O", "O", "C", "N", "C", "C", "C", "C", "C", "N", "C", "C", "C", "C", "C", "B", "O", "O", "H", "H", "H", "H", "H", "H", "H", "H", "H", "H", "H", "H", "H", "H", "H", "H", "H", "H", "H", "H", "H", "H", "H", "H", "H", "H"], "positions_angstrom": [[-3.227, -0.047, 0.888], [-1.965, -0.589, 0.470], [-1.744, -1.910, 1.230], [-2.451, -2.119, 2.205], [-0.744, -2.713, 0.773], [-1.868, -0.894, -1.047], [-0.489, -0.579, -1.453], [0.345, -1.645, -2.108], [1.119, -1.121, -3.306], [0.439, 0.060, -3.969], [1.568, 0.944, -4.500], [2.883, 0.425, -3.819], [2.491, -0.654, -2.920], [0.231, 0.143, -0.360], [-0.797, 0.401, 0.736], [-0.157, 0.221, 2.137], [0.951, 1.200, 2.448], [1.177, 1.277, 3.928], [-0.204, 1.670, 4.638], [-0.799, 2.899, 4.334], [-0.739, 0.694, 5.440], [-3.136, 0.192, 1.858], [-3.850, -0.842, 0.929], [-0.680, -3.479, 1.358], [-2.103, -1.922, -1.275], [-2.569, -0.200, -1.568], [-0.362, -2.426, -2.413], [0.972, -2.073, -1.323], [1.302, -1.906, -4.038], [-0.252, -0.225, -4.761], [-0.161, 0.557, -3.206], [1.628, 0.858, -5.591], [1.399, 2.007, -4.288], [3.382, 1.255, -3.272], [3.516, -0.020, -4.551], [2.480, -0.357, -1.923], [0.655, 1.072, -0.730], [1.095, -0.456, 0.031], [-1.223, 1.432, 0.622], [0.230, -0.807, 2.240], [-0.969, 0.332, 2.866], [1.912, 0.968, 1.964], [0.625, 2.215, 2.150], [1.885, 2.071, 4.239], [1.474, 0.302, 4.342], [-1.678, 3.031, 4.697], [-1.590, 0.756, 5.897]], "forces_ev_per_a": [[-0.1987, 0.1076, -0.5862], [1.0734, -0.7654, -0.6042], [-0.6330, 0.6673, 1.2213], [1.4341, -1.0516, -1.0227], [-0.7381, 0.5281, 0.3128], [0.4108, 1.4978, -0.1496], [1.0731, -0.5917, 0.7272], [-1.7026, 0.5973, 0.8162], [1.1933, 0.2149, 0.1680], [-0.1865, 0.4566, -0.1668], [0.3476, 0.2273, -0.2343], [-1.1389, 0.7428, 0.5088], [-0.7304, 0.0265, 1.6615], [-0.3019, -0.9019, -0.6474], [0.2381, 0.1457, 0.3718], [-0.6250, -0.1530, -0.7880], [0.2547, 1.0860, -0.3281], [-0.6424, 0.5503, 1.8248], [-0.0711, 0.1789, -0.2791], [0.4488, -0.9211, 0.2113], [-0.3131, -0.0742, 0.3519], [0.0134, 0.3366, 0.5241], [-0.5362, 0.0739, -0.0961], [-0.0807, -0.0837, 0.1306], [-0.2537, -0.3342, -0.1737], [0.2181, -0.6064, 0.2825], [0.2102, 0.0661, -0.1230], [0.3874, -0.1918, -0.2714], [-0.2659, -0.3199, -0.0331], [0.0090, -0.1624, -0.0574], [0.1531, 0.1478, -0.1418], [0.1635, 0.0199, 0.1373], [0.0000, -0.2299, 0.0196], [-0.0399, -0.7164, -0.4168], [0.7919, 0.0956, -0.6702], [-0.0217, -0.1257, -1.1301], [0.0874, 0.2323, -0.0919], [-0.6390, 0.1573, -0.2557], [0.2846, -0.8118, 0.2336], [-0.1841, 0.2496, -0.0285], [0.1489, -0.0815, 0.0849], [-0.4654, -0.0091, -0.2984], [0.2623, -0.4068, -0.2844], [0.0835, -0.5567, -0.4149], [0.2130, 0.3180, -0.0707], [-0.0408, -0.0021, 0.0950], [0.3090, 0.3733, -0.3187]], "mulliken_charge": [-0.826, 1.821, -0.011, -0.629, -0.370, -1.558, 0.607, -1.381, 0.160, -0.589, -0.633, -0.622, -0.570, -1.680, -0.005, -0.629, -0.282, -0.975, 0.692, -0.612, -0.551, 0.304, 0.363, 0.396, 0.339, 0.169, 0.518, 0.495, 0.446, 0.437, 0.142, 0.258, 0.332, 0.289, 0.316, 0.347, 0.176, 0.528, 0.505, 0.291, 0.205, 0.314, 0.331, 0.372, 0.226, 0.267, 0.276]}

> What is the formula in the third record?

C13H26BN3O4

> Number 2 is which compound?

C13H26B3F3NO3